[1]
{"formula": "C19H17N3ORuS3", "method": "ωB97M-V/def2-TZVPD", "symbols": ["Ru", "S", "S", "S", "O", "N", "N", "N", "C", "C", "C", "C", "C", "C", "C", "C", "C", "C", "C", "C", "C", "C", "C", "C", "C", "C", "C", "H", "H", "H", "H", "H", "H", "H", "H", "H", "H", "H", "H", "H", "H", "H", "H", "H"], "xyz": [[-0.28008, 1.77510, 1.23773], [2.62690, -1.59340, 0.48627], [1.25581, 0.38972, 2.12404], [-2.13540, 3.83445, 4.74530], [-1.39682, 2.83089, 0.03868], [0.30309, -0.67076, -0.15163], [-0.65978, 0.29000, -0.02008], [-0.45342, 3.14511, 2.91187], [-0.81982, 2.87835, 4.12172], [-2.65230, 2.33182, 0.15983], [3.62534, -3.03240, -1.60528], [-0.91792, 4.39060, 2.53871], [1.27298, -0.59219, 0.72124], [-4.34314, 0.59631, -0.31810], [-2.06393, -1.07828, -1.38759], [4.85142, -2.38771, -1.88204], [-1.87346, 0.09901, -0.54486], [5.86440, -4.54193, -2.33573], [-3.62295, 3.20016, 0.59667], [-2.99895, 1.00374, -0.20183], [-1.89062, 4.93669, 3.35612], [5.95330, -3.12373, -2.16449], [3.50696, -4.42880, -1.65242], [2.40750, -2.14494, -1.28325], [-4.97539, 2.83449, 0.44180], [4.71249, -5.16698, -1.99164], [-5.32404, 1.56093, -0.10201], [-3.39769, 4.21614, 0.86469], [-2.83935, -0.95155, -2.16934], [-2.43310, 5.80592, 3.12712], [-4.60649, -0.42840, -0.66266], [4.98110, -1.38385, -1.46857], [-1.05572, -1.20488, -1.83678], [6.97141, -2.78601, -2.20004], [-5.88053, 3.36010, 0.84398], [-0.40151, 2.01148, 4.68640], [6.76895, -5.01451, -2.79371], [2.45805, -1.23301, -1.90773], [-0.51009, 4.75636, 1.57549], [4.62390, -6.19536, -2.05816], [2.62684, -4.94291, -1.45615], [-2.28315, -1.97409, -0.74916], [1.43743, -2.70788, -1.34779], [-6.43218, 1.33623, -0.28664]], "e_tot_ha": -2262.45380, "e_lumo_ev": [-7.35, -10.27], "s2": 6.06, "gap_ev": [6.7, 3.8], "multiplicity": 5, "charge": 2}

[2]
{"formula": "C46H84Cl2O36", "method": "ωB97M-V/def2-TZVPD", "symbols": ["Cl", "Cl", "O", "O", "O", "O", "O", "O", "O", "O", "O", "O", "O", "O", "O", "O", "O", "O", "O", "O", "O", "O", "O", "O", "O", "O", "O", "O", "O", "O", "O", "O", "O", "O", "O", "O", "O", "O", "C", "C", "C", "C", "C", "C", "C", "C", "C", "C", "C", "C", "C", "C", "C", "C", "C", "C", "C", "C", "C", "C", "C", "C", "C", "C", "C", "C", "C", "C", "C", "C", "C", "C", "C", "C", "C", "C", "C", "C", "C", "C", "C", "C", "C", "C", "H", "H", "H", "H", "H", "H", "H", "H", "H", "H", "H", "H", "H", "H", "H", "H", "H", "H", "H", "H", "H", "H", "H", "H", "H", "H", "H", "H", "H", "H", "H", "H", "H", "H", "H", "H", "H", "H", "H", "H", "H", "H", "H", "H", "H", "H", "H", "H", "H", "H", "H", "H", "H", "H", "H", "H", "H", "H", "H", "H", "H", "H", "H", "H", "H", "H", "H", "H", "H", "H", "H", "H", "H", "H", "H", "H", "H", "H", "H", "H", "H", "H", "H", "H"], "xyz": [[4.26053, -5.81103, -1.61190], [1.88911, -5.51598, 0.65411], [-1.33431, 1.88815, -4.03530], [-2.60317, 5.49606, -0.66623], [-3.45582, -1.47800, -2.77344], [6.21062, 0.03177, -0.99500], [3.28300, 6.20217, -3.55905], [2.87026, 0.97073, 5.85436], [1.70376, 4.49307, -3.39206], [4.49615, -0.86386, -2.18167], [0.18532, -6.50238, -4.38559], [1.35153, -3.92760, 5.83291], [-1.61934, -5.04951, -4.42629], [-1.05507, 3.74162, -0.85095], [3.44852, 0.81640, 3.62693], [3.43896, 4.32108, -4.89374], [-0.48748, 0.23155, -5.43188], [-5.50963, -0.92395, -1.62205], [0.10276, -4.42345, -3.42065], [-3.94893, 0.56157, 2.37352], [-3.26374, 2.72375, 2.73923], [-3.33310, 3.43798, -0.62057], [0.38681, 4.13593, 3.26969], [-0.66682, -0.13211, -0.44033], [-0.61207, 2.47060, -6.06671], [-5.01124, 0.06150, -3.56228], [1.17710, -1.14337, -0.75052], [0.96197, -5.86257, 6.98518], [4.09428, 0.68233, -0.54014], [-5.34846, 2.14992, 1.97675], [2.55856, -0.89072, 4.80326], [-0.23017, 2.03529, 3.22353], [-0.22106, -1.76181, 0.98796], [-5.32077, -6.56524, -0.25181], [-3.85167, -5.23940, 0.60531], [3.12992, -5.02049, 6.68059], [-0.71510, 3.34514, 5.06835], [-3.93854, -5.49418, -1.75829], [7.11377, -0.70581, -1.71706], [-0.92851, 3.70074, -5.50543], [-4.52513, -0.82225, -2.63435], [0.53459, 2.19224, 2.07413], [-2.89598, -4.21722, 0.54963], [-3.29637, 1.96377, -0.77550], [-1.68772, 6.60515, -0.63477], [2.48324, -1.81248, 3.68694], [4.06076, -4.11806, 6.06373], [0.11659, -1.10739, 0.00979], [4.16102, 2.96663, 0.32066], [-0.29957, 0.28574, -1.72629], [3.39591, 2.29493, 5.93692], [-2.64534, -0.04513, 2.34921], [-4.11896, 1.87409, 2.45541], [-0.00759, -3.54796, 5.68557], [-5.72742, 3.48880, 2.02025], [3.92314, -4.28074, -0.74447], [-5.81904, -7.45262, -1.31782], [3.28657, 1.98814, -4.28333], [-0.78207, 1.41228, -5.17747], [-4.36018, -5.72478, -0.58956], [-4.39933, 0.17727, -4.85306], [0.90509, 3.69184, 2.07936], [-1.11014, 7.00262, -1.94167], [-2.20868, 4.20419, -0.69563], [-5.90360, -1.27235, 0.71825], [4.84744, 2.20777, 6.39671], [4.92821, -0.08592, -1.29475], [-1.73513, -3.65962, -4.24026], [-5.22443, -1.80209, -0.51468], [3.01579, 0.32684, 4.66750], [1.11912, -0.08879, -1.70921], [4.42235, 6.74161, -4.11365], [-2.18866, -0.46259, 3.81640], [-0.23748, 3.14120, 3.96706], [-0.78847, -3.42159, -3.05057], [2.44182, -4.12268, -0.32707], [1.73622, -5.03084, 6.53328], [-1.20136, 3.30729, -3.96804], [2.66115, 4.98581, -3.97544], [-0.40115, -5.47413, -4.06108], [4.57789, 1.50459, 0.58645], [-1.52211, -4.86918, 0.60809], [2.98490, 3.02555, -5.32611], [-0.63995, -3.72810, 4.29392], [4.18106, 7.22687, -5.05939], [-0.63599, -4.15868, 6.33383], [-1.98209, 7.27405, -2.53675], [4.28985, -3.46640, -1.36934], [4.69989, 3.27183, -0.57632], [5.24589, 3.15981, 6.04607], [-0.51969, -4.72803, 3.87702], [-0.05701, 1.95041, 1.19116], [-5.88776, -0.18341, 0.76350], [-2.78951, -3.57233, -3.97804], [-0.14037, 4.45344, -5.48625], [-2.42399, 1.51292, -0.30244], [-6.75780, -7.93617, -1.04761], [5.65642, 1.39397, 0.69894], [5.04153, -4.09894, 6.53892], [-6.97384, -1.45702, 0.81098], [4.41015, 3.60907, 1.16523], [2.34804, -3.20911, 0.26005], [4.17246, 2.12992, -3.66431], [5.01119, 2.29561, 7.47075], [-0.14131, -2.54335, 6.08677], [3.43633, 2.78496, 4.96412], [4.23805, -4.50635, 5.06078], [-1.71387, -3.54203, 4.28018], [-0.73203, -4.12290, 0.69150], [-2.99229, -3.60372, 1.44542], [5.29579, 1.28582, 6.02645], [-4.14298, -1.75167, -0.38805], [1.95123, 3.12438, -5.65755], [1.79824, -4.10336, -1.20657], [-3.11003, -3.58143, -0.30947], [-5.24983, -2.88731, -0.61341], [4.81628, 7.53865, -3.48305], [2.80731, 2.87494, 6.64773], [3.17707, -1.55067, 2.88809], [-0.30562, 1.36314, -1.56118], [-3.55630, -0.50342, -4.97154], [-2.13286, 7.49225, -0.18423], [-5.12070, -0.06613, -5.63312], [-5.44785, -1.73375, 1.59432], [-2.16244, 3.63868, -3.57483], [4.71261, -4.18141, 0.00050], [-1.27936, -3.45114, -2.07781], [-0.37585, 3.64545, -3.34171], [-4.20182, 1.55510, -0.32689], [1.43281, 1.57695, 2.12638], [2.41376, 1.73594, -3.68108], [0.42014, 4.02334, 1.16118], [6.87018, -0.74729, -2.77868], [-0.34315, 7.77565, -1.89417], [-1.21189, -0.93874, 3.73084], [-0.16078, -3.03402, 3.60348], [-2.47887, -0.75797, 1.54159], [3.39065, 2.75462, -6.30082], [1.83418, 0.71386, -1.52882], [-1.98659, 0.71811, 1.93495], [7.22289, -1.74711, -1.41393], [2.47455, -2.86512, 3.96973], [-5.53933, 3.88809, 3.01688], [-1.50622, -3.09268, -5.14263], [-6.78532, 3.47922, 1.75781], [1.36011, -0.43656, -2.71374], [3.35612, 0.98547, -4.70513], [-0.24135, -2.48123, -3.11785], [1.52004, -1.56248, 3.24214], [-3.27612, 1.70389, -1.83387], [-4.03198, 1.18340, -5.05522], [-0.98636, -0.06122, -2.49833], [-5.12342, -8.27262, -1.49617], [-2.82767, -1.29687, 4.10575], [-1.80524, 4.18568, -5.93471], [-2.22712, 0.37330, 4.51491], [8.11079, -0.28110, -1.60014], [-5.15835, 4.13862, 1.35544], [3.83309, -3.05959, 5.93762], [-0.90557, 6.20890, 0.01278], [5.21055, 5.98873, -4.10899], [-0.64911, 6.05316, -2.21384], [-6.00165, -6.83596, -2.19786], [4.14328, 1.12835, 1.51256], [-1.41489, -5.35925, -0.35960], [3.10174, 3.13502, 0.12663], [1.99222, 3.68111, 2.00108], [-1.56616, -5.67190, 1.34416]], "e_tot_ha": -5432.11806, "e_lumo_ev": 0.09, "gap_ev": 10.3}

[3]
{"formula": "C51H80N5P2PdSSbSi5", "method": "ωB97M-V/def2-TZVPD", "symbols": ["Sb", "Pd", "S", "P", "P", "Si", "Si", "Si", "Si", "Si", "N", "N", "N", "N", "N", "C", "C", "C", "C", "C", "C", "C", "C", "C", "C", "C", "C", "C", "C", "C", "C", "C", "C", "C", "C", "C", "C", "C", "C", "C", "C", "C", "C", "C", "C", "C", "C", "C", "C", "C", "C", "C", "C", "C", "C", "C", "C", "C", "C", "C", "C", "C", "C", "C", "C", "C", "H", "H", "H", "H", "H", "H", "H", "H", "H", "H", "H", "H", "H", "H", "H", "H", "H", "H", "H", "H", "H", "H", "H", "H", "H", "H", "H", "H", "H", "H", "H", "H", "H", "H", "H", "H", "H", "H", "H", "H", "H", "H", "H", "H", "H", "H", "H", "H", "H", "H", "H", "H", "H", "H", "H", "H", "H", "H", "H", "H", "H", "H", "H", "H", "H", "H", "H", "H", "H", "H", "H", "H", "H", "H", "H", "H", "H", "H", "H", "H"], "xyz": [[1.75171, -2.60849, -2.07031], [-0.09400, -0.06565, -0.38383], [3.72873, -0.71174, 2.02346], [-0.49477, 1.20185, 2.75937], [-1.53835, 2.22210, -0.01853], [-0.43843, -1.17435, 4.68062], [-1.99102, 1.62789, -2.94116], [-1.70398, -1.85950, -0.63671], [1.09417, -3.72497, -4.30112], [4.22605, -3.24773, -2.38252], [1.35670, -0.62184, -1.96495], [-1.37989, 1.26920, -1.33452], [1.38905, -0.82758, 0.92000], [2.41805, 1.28153, 0.80065], [-0.35218, -0.26159, 3.25591], [-1.51488, 0.22870, -4.09158], [2.60482, 2.73921, 4.96905], [2.16654, 4.32109, 3.21835], [1.09309, -4.29372, 2.23639], [2.28787, -3.72073, -5.76085], [-1.44133, 3.28787, -3.65994], [-1.94636, 3.22458, 4.14914], [-5.02629, 3.49712, 1.72883], [-0.16094, 6.42561, -1.32876], [0.81581, -5.53073, -3.79306], [4.21024, -5.12539, -2.51786], [-3.86322, 1.85989, -2.97242], [1.59659, -2.06072, 1.53814], [-2.99554, -1.47767, -1.93722], [0.85324, 2.29418, 3.36490], [3.26985, -3.39061, 2.71479], [2.37885, -4.44870, 2.75626], [-1.31467, -3.64257, -1.06104], [-3.11201, 1.19074, 3.64376], [-3.05574, 3.68410, 4.84988], [1.15531, 3.50059, 2.73975], [-4.21989, 1.64856, 4.33524], [-4.19117, 2.89655, 4.94711], [-1.05851, 3.92908, -0.44737], [2.38891, -0.01990, 1.16059], [-1.96473, 4.91406, -0.83507], [0.30562, 4.21242, -0.52823], [-1.96206, 1.97324, 3.54394], [1.48843, 1.67501, -2.87553], [1.26254, -1.79800, 5.19039], [-1.55080, -2.67402, 4.44419], [-0.53325, -3.06734, -4.99396], [0.75439, 5.44690, -0.96588], [5.22023, -2.56177, -3.83179], [2.15250, -0.20927, -4.32176], [-4.16113, 1.35438, 0.20430], [0.69965, -3.11274, 1.63439], [-5.91630, 2.48916, 1.38531], [-1.17667, -0.25383, 6.15606], [5.15746, -2.80616, -0.81014], [-0.47277, 1.41688, 1.02663], [3.53941, 0.41008, -2.36486], [-3.70864, 3.43446, 1.30706], [2.85284, -2.20842, 2.12560], [-3.26613, 2.36897, 0.52191], [1.58659, 1.92644, 4.48770], [-1.51878, 6.15544, -1.26538], [-5.47853, 1.40964, 0.63331], [-2.43110, -1.75261, 1.07526], [2.09419, 0.28200, -2.87365], [2.89891, 3.93773, 4.33470], [-2.17375, 4.06225, -3.43180], [-5.10445, 1.02871, 4.40771], [-2.72164, -1.92858, -2.88984], [1.15257, -0.38892, -4.71869], [2.65387, 0.52673, -4.95482], [-2.60430, -2.38501, 4.44644], [-3.82560, 0.52353, -0.39782], [1.49409, -2.73927, 4.68819], [1.28603, 2.01407, -1.86028], [4.00872, -0.57282, -2.30646], [6.09013, -3.20627, -3.99073], [2.37957, 5.25898, 2.72062], [3.64493, -5.57880, -1.70219], [0.18461, 7.39328, -1.66776], [-0.30962, -3.00930, 1.26465], [3.69438, 4.57030, 4.70720], [2.04411, -1.08340, 4.92207], [-1.42255, 3.17580, -4.74830], [-2.23726, 6.90782, -1.56295], [-0.49045, -4.12553, -0.55094], [1.31319, -1.97208, 6.26751], [3.78550, -5.47899, -3.45731], [-0.42820, -2.05647, -5.38982], [1.45581, 1.67650, 0.77528], [1.37855, 0.98652, 4.97958], [5.23831, -5.49120, -2.45668], [1.84279, -4.29632, -6.57708], [3.10987, 1.84908, 1.26529], [-5.35327, 4.32852, 2.33875], [-0.57724, 0.58600, 6.51312], [-1.05958, 3.84398, 4.09960], [-1.33966, -3.18321, 3.50271], [3.24426, -4.18215, -5.51517], [-1.40076, -3.39343, 5.25245], [2.48248, -2.71377, -6.13172], [-6.16364, 0.61476, 0.36824], [-3.02679, 4.71327, -0.82626], [-0.46234, 3.64548, -3.34806], [5.04577, -1.75061, -0.55946], [4.66017, -2.52184, -4.76388], [-4.10237, 2.14031, -4.00352], [-1.16854, -3.74932, -2.13459], [-0.97000, 0.61810, -4.95333], [-6.94634, 2.54198, 1.71249], [1.38891, -6.20944, -4.42776], [-2.39487, -0.29563, -4.46531], [-3.12194, 0.20429, 3.19639], [-0.86134, -0.48513, -3.58575], [3.17091, 2.43158, 5.83890], [1.81686, 5.64370, -1.02525], [-0.84298, -3.71801, -5.81711], [-1.26318, -0.96237, 6.98599], [-4.49204, 1.00991, -2.71150], [-1.74255, -1.36419, 1.82901], [-3.90120, -1.98741, -1.58537], [1.10037, -5.72717, -2.75831], [-3.30938, -1.10409, 1.04946], [-4.15717, 2.69973, -2.33916], [6.22483, -3.01372, -0.92668], [1.02446, 3.45032, -0.25534], [4.14266, 1.02812, -3.03659], [3.54606, 0.85195, -1.36976], [0.58194, 3.80940, 1.87283], [-2.17911, 0.12285, 5.93786], [2.16250, 2.38897, -3.35539], [-3.02314, 4.21710, 1.60320], [0.56165, 1.67612, -3.43510], [-0.23929, -5.79249, -3.89789], [-3.24429, -0.43840, -2.09839], [5.59197, -1.55922, -3.61784], [2.67013, -5.38162, 3.21828], [-1.34024, -3.05625, -4.25982], [-2.25256, -4.15411, -0.80246], [2.72045, -1.13913, -4.39086], [4.25775, -3.47212, 3.14742], [-3.02247, 4.65281, 5.33198], [0.38436, -5.10834, 2.30513], [-5.05162, 3.24846, 5.50152], [4.78527, -3.39387, 0.03138], [-2.75724, -2.75024, 1.38693]], "e_tot_ha": -5161.80559, "e_lumo_ev": [-0.65, -0.65], "gap_ev": [6.1, 6.1]}